Below is a structure of composition C16H16F4N at a distorted geometry, with properties calculated with ωB97M-V with the def2-TZVPD basis set.

Structure (XYZ):
```
37
Properties=species:S:1:pos:R:3:lowdin_charge:R:1
F -3.616 2.978 -1.536 0.06
C -3.329 1.623 -1.493 -0.19
C -4.400 0.728 -1.476 0.11
C -4.048 -0.622 -1.408 -0.21
F -5.069 -1.540 -1.416 0.07
C -2.746 -1.066 -1.299 0.06
C -1.695 -0.123 -1.170 -0.18
C -0.379 -0.621 -0.728 -0.04
C 0.921 -0.115 -1.177 -0.20
C 1.965 -1.055 -1.332 0.05
C 3.270 -0.607 -1.435 -0.22
F 4.290 -1.523 -1.449 0.07
C 3.617 0.743 -1.479 0.10
C 2.550 1.639 -1.436 -0.20
F 2.836 2.995 -1.412 0.06
C 1.208 1.240 -1.348 0.04
C -1.986 1.226 -1.421 0.06
H -5.425 1.067 -1.491 0.15
H -2.534 -2.131 -1.274 0.14
H -0.384 -1.698 -0.631 0.14
H 1.754 -2.119 -1.331 0.14
H 4.641 1.083 -1.504 0.14
H 0.444 2.029 -1.352 0.11
H -1.220 2.007 -1.509 0.11
C 0.392 -1.537 3.312 -0.04
C 0.836 -0.636 2.159 -0.38
C 1.639 0.554 2.659 -0.04
N -0.228 -0.309 1.103 0.15
H 1.311 -1.976 3.737 0.10
H -0.111 -1.008 4.133 0.09
H -0.232 -2.374 2.971 0.09
H 1.475 -1.216 1.537 0.12
H 2.556 0.152 3.115 0.10
H 1.960 1.211 1.841 0.08
H 1.140 1.147 3.436 0.10
H -0.299 0.700 0.914 0.14
H -1.104 -0.844 1.191 0.15
```

Results
Lowest unoccupied orbital energy = -4.632 eV
Max |F| = 2.01 eV/A
ΔE to the lowest compared entry with this formula, charge and spin = 0.0000 eV
Charge = +1